Below is a single C3H5BrSi molecule at a distorted geometry, with properties calculated with wB97M-V/def2-TZVPD.

Positions of all 10 atoms, in Å:
Si (1.353, -0.866, -0.309)
C (-0.296, -0.309, 0.371)
C (-1.273, 0.224, 0.813)
C (-2.847, 0.554, 1.041)
Br (-3.922, -0.288, -0.268)
H (1.394, -2.243, 0.248)
H (2.545, -0.165, 0.051)
H (1.610, -1.130, -1.784)
H (-3.204, 0.125, 1.951)
H (-3.062, 1.643, 0.943)

The value obtained for the energy relative to the best compared isomer or geometry (same formula, charge and spin) is 48.89 kcal/mol. The orbital gap comes out at 10.81 eV. The total charge is 0. The energy comes out at -2980.70896 a.u.

=====

Below is a molecular structure, C3H5CeO3 at a distorted geometry, with properties calculated with wB97M-V/def2-TZVPD.

Positions of all 12 atoms, in Å:
C (0.666, 0.241, 0.300)
O (1.863, 0.454, 0.416)
O (-0.181, 1.254, 0.370)
O (0.072, -0.881, -0.051)
C (-1.501, 0.833, -0.018)
C (-1.349, -0.688, -0.159)
H (-1.756, 1.331, -0.960)
H (-2.200, 1.126, 0.770)
H (-1.677, -1.069, -1.130)
H (-1.840, -1.248, 0.644)
Ce (4.384, 0.243, -0.440)
H (3.520, -1.595, 0.258)

The value obtained for the energy relative to the best compared isomer or geometry (same formula, charge and spin) is 0.00 kcal/mol. Its spin multiplicity is 3. The orbital gap (alpha / beta) comes out at 6.11 / 7.64 eV. The total charge is +1. The energy comes out at -817.80002 a.u.

=====

Below is a molecular structure, C3H5CeO3 at a distorted geometry, with properties calculated with wB97M-V/def2-TZVPD.

Positions of all 12 atoms, in Å:
H (-1.855, 1.479, 1.157)
O (1.218, 0.188, 0.219)
C (1.035, -0.904, -0.475)
C (-0.563, 0.734, 0.578)
O (1.960, -1.741, -0.451)
O (-0.168, -1.166, -0.857)
C (-1.121, -0.093, -0.580)
Ce (3.743, -0.376, 0.397)
H (-0.318, 1.760, 0.288)
H (-0.650, 0.221, 1.540)
H (-1.227, 0.495, -1.496)
H (-2.055, -0.596, -0.320)

The value obtained for the energy relative to the best compared isomer or geometry (same formula, charge and spin) is 33.44 kcal/mol. Its spin multiplicity is 2. The orbital gap (alpha / beta) comes out at 3.86 / 5.04 eV. The total charge is +2. The energy comes out at -817.32156 a.u.

=====

Below is 2 unconnected molecules or ions with the total composition C3H5Cl at a distorted geometry, with properties calculated with wB97M-V/def2-TZVPD.

Positions of all 9 atoms, in Å:
C (1.335, 0.303, 0.721)
C (-1.911, 0.497, -0.289)
C (0.638, -0.607, -0.037)
Cl (-2.689, -0.574, -1.191)
H (1.748, 1.238, 0.477)
H (1.295, 0.227, 1.768)
H (0.539, -0.643, -1.121)
H (0.071, -1.303, 0.524)
H (-1.027, 0.863, -0.853)

The value obtained for the energy relative to the best compared isomer or geometry (same formula, charge and spin) is 19.00 kcal/mol. Its spin multiplicity is 3. The orbital gap (alpha / beta) comes out at 9.11 / 8.81 eV. The total charge is 0. The energy comes out at -577.28576 a.u.

=====

Below is a single C3H5Cl2NOS molecule at a distorted geometry, with properties calculated with wB97M-V/def2-TZVPD.

Positions of all 13 atoms, in Å:
O (0.914, -1.692, -0.968)
C (0.780, -0.403, -1.502)
C (0.022, 0.545, -0.541)
Cl (-1.645, -0.038, -0.334)
Cl (-0.016, 2.080, -1.437)
C (0.672, 0.719, 0.830)
N (0.722, 0.028, 1.876)
S (0.172, -1.523, 2.153)
H (1.522, -1.611, -0.206)
H (1.752, 0.026, -1.736)
H (0.191, -0.467, -2.425)
H (1.236, 1.686, 0.911)
H (-0.415, -1.821, 1.025)

The value obtained for the energy relative to the best compared isomer or geometry (same formula, charge and spin) is 0.00 kcal/mol. The orbital gap comes out at 9.78 eV. The total charge is 0. The energy comes out at -1565.83243 a.u.

=====

Below is 2 unconnected molecules or ions with the total composition C3H5Cl3O2P at a distorted geometry, with properties calculated with wB97M-V/def2-TZVPD.

Positions of all 14 atoms, in Å:
C (2.424, 0.167, 0.961)
C (-2.119, 0.969, -0.927)
C (-2.008, -0.299, -0.529)
O (1.876, -2.487, 0.936)
O (1.964, -1.317, -1.372)
P (1.771, -1.304, 0.093)
Cl (-3.859, 2.070, 0.315)
Cl (-3.086, -1.616, -0.775)
Cl (-0.660, -0.655, 0.523)
H (1.937, 1.041, 0.456)
H (2.079, 0.220, 1.968)
H (3.523, 0.310, 0.896)
H (-1.154, 1.487, -0.834)
H (-2.688, 1.412, -1.712)

The value obtained for the energy relative to the best compared isomer or geometry (same formula, charge and spin) is 10.78 kcal/mol. The orbital gap comes out at 6.83 eV. The total charge is -1. The energy comes out at -1989.79448 a.u.

=====

Below is a single C3H5ClF2 molecule at a distorted geometry, with properties calculated with wB97M-V/def2-TZVPD.

Positions of all 11 atoms, in Å:
C (-0.797, 0.467, -0.978)
C (0.178, 0.596, 0.261)
F (-0.433, 1.270, 1.273)
C (0.562, -0.797, 0.667)
F (1.411, -1.274, -0.347)
Cl (1.304, -0.984, 2.205)
H (-0.326, -0.326, -1.529)
H (-1.751, -0.132, -0.655)
H (-0.861, 1.414, -1.418)
H (1.103, 1.131, 0.025)
H (-0.390, -1.366, 0.495)

The value obtained for the energy relative to the best compared isomer or geometry (same formula, charge and spin) is 13.40 kcal/mol. The orbital gap comes out at 12.27 eV. The total charge is 0. The energy comes out at -777.20742 a.u.

=====

Below is a single C3H5ClN2 molecule at a distorted geometry, with properties calculated with wB97M-V/def2-TZVPD.

Positions of all 11 atoms, in Å:
H (-0.518, 1.736, 2.816)
N (-0.470, 1.431, 1.865)
C (0.759, 1.537, 1.591)
N (1.388, 0.892, 0.574)
C (0.814, 0.038, -0.400)
C (-0.416, -0.506, -0.316)
Cl (-0.999, -1.600, -1.590)
H (1.424, 2.210, 2.135)
H (2.325, 1.169, 0.428)
H (1.524, -0.402, -1.092)
H (-1.132, -0.191, 0.425)

The value obtained for the energy relative to the best compared isomer or geometry (same formula, charge and spin) is 10.31 kcal/mol. The orbital gap comes out at 9.21 eV. The total charge is 0. The energy comes out at -686.97952 a.u.